C28H68F4N2O13PS | ωB97M-V/def2-TZVPD

```
117
Properties=species:S:1:pos:R:3:mulliken_charge:R:1
H 2.58911 1.19949 -1.47662 0.276
P -0.22767 0.57454 -1.18593 0.189
C 9.21366 -3.64765 -2.61920 -0.568
C 1.36797 2.77588 1.68729 -0.369
O -2.07068 1.32564 4.97130 -0.490
H -4.37799 -1.91746 -1.15659 0.350
H -2.73992 0.99618 0.99820 -0.335
C -5.98171 -8.43508 -1.32764 -0.516
H 8.76069 -2.65652 -2.53717 0.252
H 1.68826 0.08140 2.86561 -0.043
C -2.35823 -1.34520 0.89761 -0.252
H -4.74723 12.50883 -5.58688 0.280
H -2.05012 3.92036 2.80399 0.108
C 0.49191 -3.10315 5.14123 -0.889
C -3.75402 0.11744 -0.97632 0.233
F 1.60998 -4.58949 3.33095 -0.316
H -1.11196 -4.11511 1.94090 0.172
H 7.59460 -4.58047 -2.10188 0.272
O 5.42321 -1.70264 1.67592 -0.500
N 0.16971 -0.45295 0.21076 0.454
H -1.10970 2.20616 0.21211 0.225
H -6.89654 11.90193 -5.07411 0.297
H 10.25531 -3.59786 -2.29371 0.235
H 3.34725 2.05144 2.52899 0.397
H -3.30915 5.42270 -1.47269 0.174
O -1.11306 2.00783 -0.76938 -0.453
C -1.03798 4.54096 2.70002 -0.388
C 3.24329 0.22713 -1.46683 -0.198
H 10.51138 -4.70773 0.93821 0.319
H 1.83684 3.84837 1.92498 0.405
H 6.56880 -3.22653 0.90249 0.148
H -0.76274 4.62805 1.56028 0.185
F 3.86021 0.38919 -5.59311 -0.214
H 5.17773 -3.73173 1.91125 0.271
C -3.35185 1.50078 4.39482 -0.361
C 9.47063 -4.49882 1.19759 -0.344
H -3.91179 3.54672 -2.64246 0.309
O -0.93271 -0.31003 -2.51005 -0.470
H 9.17391 -3.99355 -3.65498 0.276
H -1.59188 2.16508 4.86419 0.304
H -3.24524 1.74354 3.33465 -0.026
H -2.80710 -1.82545 1.89415 0.208
F 3.60189 -1.65299 -3.45126 -0.309
C -0.73930 -1.16051 0.95538 0.121
O -3.94249 1.29530 -1.61146 -0.413
H 0.92950 2.85883 0.60654 0.240
O -6.42376 11.32117 -5.69424 -0.502
H 4.26580 0.51331 -0.95183 0.403
H -4.83236 11.17112 -4.39894 0.221
H -3.87849 2.30604 4.91278 0.329
H -0.79600 0.25887 -3.33412 0.367
H 9.92595 -3.14169 2.50525 0.298
H 2.24044 -3.85557 -0.67650 0.187
O -5.05827 -7.65284 -2.06232 -0.490
F 3.43867 2.27660 -3.92333 -0.217
H -5.49915 8.43966 -3.68640 0.178
H 4.90814 -3.09932 0.26606 0.147
H -1.49652 -6.47978 -1.93298 0.273
C 5.52806 -3.01762 1.16187 -0.335
H -0.95773 -4.63441 -0.68594 0.070
O -1.83738 -5.01694 -0.52701 -0.429
C 3.59914 0.79484 -4.17113 0.144
H -3.91804 0.57228 4.49861 0.259
H 1.75713 -1.48126 -1.61008 0.393
O 9.36579 -3.18384 1.71164 -0.516
C 1.61702 -0.64449 0.60448 0.810
H 5.98337 -1.66049 2.46953 0.281
O -6.58315 8.22128 -1.95984 -0.522
O 8.51500 -4.55737 -1.78931 -0.496
H -2.57531 -2.16389 0.05609 0.132
H 0.86142 1.89852 3.73414 0.166
C 1.47467 -2.16478 1.29633 -0.083
C -0.65407 -3.37030 2.75093 -0.866
H 2.37007 -2.49926 1.97295 0.526
C 2.63454 1.73891 1.62135 -0.892
H -6.80098 9.63300 -3.44054 0.223
H -5.57522 -7.08865 -2.66218 0.288
H 1.16806 -2.22639 4.72134 0.172
H -1.16735 5.63436 3.11559 0.298
H -4.47846 10.82631 -6.11217 0.207
H -0.29196 -5.08334 4.31419 0.321
H -7.50083 8.35865 -1.66938 0.298
C -4.27024 5.33529 -1.98546 -0.201
H 3.24574 2.00910 0.65546 0.183
H -4.24254 -0.11030 1.23371 0.459
H -0.54110 -2.62079 5.44297 0.269
S 1.13781 -3.63585 0.19553 -0.070
C 0.02966 -2.02570 2.11429 -0.375
H -6.56770 -9.05006 -2.01514 0.245
C -5.04067 11.46801 -5.42982 -0.513
H -5.43151 -9.08297 -0.64136 0.213
H 3.33076 -0.37627 2.07360 0.141
C -6.52091 8.58277 -3.32728 -0.466
H -3.20690 -6.13303 -1.56743 0.096
H -6.64222 -7.77905 -0.75543 0.246
C -3.23126 0.00708 0.60906 0.102
O -4.15990 4.39820 -3.04097 -0.511
H 3.27982 -1.80624 -0.43866 -0.301
H -0.67881 1.89948 2.54546 0.025
H -0.00444 -1.27971 3.03973 0.234
H -5.04092 5.00640 -1.28407 0.249
C 2.44664 -1.01196 -0.75520 -0.609
H -7.19957 7.94942 -3.90379 0.307
C 3.49038 -0.21119 -3.06013 0.166
H 8.85071 -4.58052 0.30178 0.012
H -2.25957 -4.97748 -2.54021 0.262
C 2.29220 0.16566 1.83880 -0.106
H -4.54896 6.30664 -2.40049 -0.019
C 0.27903 2.48681 2.87388 0.097
C 0.29976 -4.15223 3.86509 0.135
O -0.03256 3.81834 3.49322 -0.474
H -1.60103 -2.99609 3.37468 0.442
N -4.11648 -1.12573 -1.81631 -0.538
C -2.21895 -5.68996 -1.71270 -0.514
H -3.29131 -1.46245 -2.35888 0.301
H 1.00171 -3.63822 6.06307 0.349
H 9.12031 -5.21293 1.94697 0.277
```

Its total energy is -90706.50630 eV. The LUMO energy is -0.16689 hartree. As for the HOMO energy: -11.319 eV. As for the charge: +1.

C39H45IN2O2PSSeSn | ωB97M-V/def2-TZVPD

```
93
Properties=species:S:1:pos:R:3:mulliken_charge:R:1
H -2.94389 -2.46916 -3.87138 0.518
C -1.70362 0.95572 -2.57232 -0.791
H -0.13420 -2.87047 -2.61565 0.213
N -5.12402 -3.49619 1.14580 0.247
H -1.62961 5.76285 1.61037 0.437
H 12.77954 4.18214 -1.38083 0.366
H -5.61064 -3.40821 4.88287 0.485
C 10.08542 3.60297 -2.88163 -0.933
C -0.55455 2.57487 0.89595 0.273
H -6.88992 -4.57077 0.99223 0.398
C 8.76875 3.28655 -2.72625 1.004
H -6.30248 -2.14798 3.86086 0.200
H -1.37316 1.92305 -2.21524 0.410
C 12.49164 3.49660 -2.18702 -1.416
C -6.49234 -3.76219 1.60307 -0.492
S -1.00482 -3.94340 -0.71991 0.902
C -6.49116 -4.14643 3.06447 -0.774
C -3.37194 -2.38340 4.15700 -1.050
C 0.70851 1.91438 0.94215 -0.141
H -3.16142 -1.32166 3.99924 0.234
H -3.70835 -2.50113 5.18317 0.425
H -2.07506 -0.78106 -5.45562 0.444
C -2.82382 4.27935 0.66366 -1.365
C -2.61701 -1.23501 -2.14752 0.169
H 10.38844 4.24745 -3.69694 0.413
C 0.60708 4.47437 1.98511 -0.858
H -3.82559 2.55851 -0.09336 0.572
C 11.07328 3.12207 -1.99948 0.947
H 0.62781 -5.44872 0.12879 0.412
O -0.42832 -2.89127 0.25372 -0.573
H 8.07080 4.81851 -4.02034 0.391
C 10.71552 2.30379 -0.90067 -0.852
H -5.50234 -4.43798 -0.66145 0.532
C -5.74896 -3.09127 3.85130 -0.526
H 0.54908 5.48836 2.35921 0.424
C -2.58133 -1.51691 -3.50402 -1.033
C -4.17495 -3.01967 1.96098 0.346
H -3.01408 -1.96448 -1.45047 0.303
C 9.42896 1.93238 -0.67135 1.216
H -7.18424 -0.05038 -0.61824 0.508
H -0.69788 -6.28261 -0.75362 0.464
C -2.18440 0.00527 -1.67762 0.890
C -1.65849 0.66500 -3.92912 -0.758
H -7.11031 -2.87694 1.42761 0.233
H 8.73137 1.79213 1.32677 0.331
P -2.26861 0.32469 0.09547 0.306
C -5.62556 0.34378 2.36337 -0.979
H 13.13603 2.62157 -2.07963 0.400
C -0.44595 -5.49341 -0.04490 -1.249
Se 6.75092 1.72999 -1.53827 0.176
C 7.76873 3.82438 -3.69528 -1.529
H -7.68808 0.16877 1.78994 0.476
H -2.45451 -2.96084 4.04173 0.329
C -5.06242 0.09586 -0.35227 -0.287
C -2.88192 2.92913 0.28386 0.100
H -4.85645 0.02844 -1.41318 0.548
C -4.87940 -3.63046 -0.28303 -0.706
H 7.74414 3.18664 -4.58324 0.344
H -5.84404 0.47251 3.41596 0.581
C -2.09731 -0.56594 -4.39563 -0.692
C -4.02442 0.25407 0.55846 0.280
H 6.76370 3.86640 -3.28910 0.467
H -3.51494 0.55366 2.63450 0.723
H -3.83930 -3.88096 -0.46526 -0.092
C 1.75871 3.75902 2.09158 -0.884
C -0.54527 3.91913 1.38038 0.952
C -6.66085 0.17742 1.44871 -0.749
H -6.00877 -5.11663 3.19560 0.279
H -1.29182 1.40791 -4.62461 0.470
C -1.81316 2.06781 0.41142 0.817
H 12.67616 3.98442 -3.13971 0.390
H 9.97480 0.61512 0.91033 0.377
C 9.09008 1.12569 0.53764 -1.568
C 1.81161 2.47352 1.52924 -0.776
H -3.68958 4.91307 0.53234 0.453
H -0.98380 -5.65462 0.88734 0.339
H -7.51376 -4.23117 3.42850 0.395
H 2.74440 1.92695 1.54596 0.486
Sn -1.21137 -1.56381 1.75998 0.787
N -4.41649 -2.87040 3.27240 0.201
C -4.31481 0.37735 1.91933 -0.479
H -5.13486 -2.71426 -0.81800 0.198
H 8.30611 0.39823 0.34632 0.445
C -1.68884 4.74466 1.24704 -0.706
H 1.11620 -3.84945 -1.76732 0.436
H -0.12373 -4.64492 -2.79383 0.460
O -3.01739 -2.75121 1.46654 -0.493
H 11.49796 1.97393 -0.22875 0.447
C -6.37826 0.05459 0.09656 -0.698
I 1.11694 0.10302 -0.04197 0.169
C 8.39357 2.37438 -1.62623 -0.417
C 0.08653 -3.81413 -2.11981 -1.081
H 2.63580 4.17709 2.56523 0.409
```

Its total energy is -147628.98006 eV. The LUMO energy (alpha / beta) is -0.35075 / -0.35036 hartree. As for the HOMO energy (alpha / beta): -14.432 / -14.432 eV. As for the charge: +3.

C4H9NO | ωB97M-V/def2-TZVPD

```
15
Properties=species:S:1:pos:R:3:nbo_charge:R:1
H -2.45249 -1.00219 -1.07044 0.197
H 0.84042 0.69042 -1.77190 0.201
H 1.43113 -0.95779 -1.20882 0.205
H 2.65105 1.78601 -0.47705 0.199
H 0.76644 1.02906 0.88169 0.505
C 1.56675 0.11942 -1.19937 -0.338
H -1.80330 -2.24957 -0.00722 0.199
O 0.03275 1.25632 1.48885 -0.687
H 3.23921 0.12257 0.09052 0.201
H -1.85885 0.63895 1.80528 0.134
C -2.09281 -1.19378 -0.05303 -0.423
C -0.99252 0.46079 1.15611 0.416
C 2.53402 0.70459 -0.49749 -0.461
N -0.93572 -0.37421 0.21418 -0.516
H -2.92608 -1.03059 0.64868 0.169
```

As for the SMILES: C/N=C/O.C=C. Its total energy is -7830.19511 eV. The LUMO energy is 0.04106 hartree. As for the HOMO energy: -9.549 eV.

C3H13N3O | ωB97M-V/def2-TZVPD

```
20
Properties=species:S:1:pos:R:3:nbo_charge:R:1
C -1.37167 0.16071 -1.23171 -0.285
C -0.95357 -0.68733 -0.05186 -0.257
H -2.70061 1.78798 -1.52731 0.419
N 1.87749 0.04588 2.28568 -0.794
H -1.79140 -0.97086 0.61207 0.208
H -0.41854 0.68446 -1.53233 0.312
H -1.75316 -0.42318 -2.07576 0.273
H -0.58581 -1.63213 -0.44553 0.244
H -0.16926 0.95872 0.81234 0.357
O 1.91885 0.11917 -2.26445 -0.943
H 1.04084 -1.62775 1.45279 0.203
H -2.34406 1.47082 0.11180 0.403
H 2.60391 0.09439 1.56991 0.363
H 2.45285 -0.15244 -1.50640 0.472
H 1.99489 -0.65952 -2.83873 0.478
N -2.31012 1.14707 -0.84700 -0.452
C 0.71537 -0.63211 1.76567 -0.077
H 0.00320 -0.70027 2.59194 0.200
N 0.12550 0.01098 0.58436 -0.482
H 1.66529 1.00540 2.53451 0.359
```

As for the expectation value of S²: 0.757. Its total energy is -9830.65467 eV. The LUMO energy (alpha / beta) is -0.11594 / -0.30107 hartree. As for the HOMO energy (alpha / beta): -13.607 / -13.375 eV. Its spin multiplicity is 2. As for the charge: +1.